Record 1
Molecular formula: C23H71NO13
Method: DFT, ωB97M-V with the def2-TZVPD basis set

Results
- HOMO (spin up / spin down): -10.52 / -10.52 eV
- HOMO-LUMO gap (spin up / spin down): 7.766 / 3.569 eV

```
! RIJCOSX wB97M-V def2-TZVPD def2/J DEFGRID3
* xyz 1 2
O 3.5425 3.1235 -2.0009
O 2.6508 -4.7964 -2.3735
O 2.4062 4.4628 4.2547
O 6.6221 0.2463 0.7949
O 0.3576 -1.2455 -3.9350
O 2.3697 -0.7066 -0.5046
O 1.4989 1.4139 -3.6185
O -0.7821 -2.9227 0.9584
O -5.7928 -1.0258 1.2478
O 0.6025 -2.4961 -1.5411
O 4.5239 1.0477 -0.6700
O 0.8481 -0.6557 5.4040
O -0.7753 4.4855 1.9088
N -4.8887 -0.8207 0.1982
C -1.0147 3.2482 2.5669
C -5.0238 -3.2315 -0.5930
C -3.2177 0.6938 -0.8853
C 0.3067 -1.3033 4.2990
C -3.3332 -0.0730 -2.2307
C -2.2584 3.4091 3.4024
C -3.7386 1.0119 1.4766
C -0.6064 -1.9340 -4.7323
C 3.6612 4.2163 3.7215
C 3.7652 -2.7922 -3.2484
C 3.1687 -4.1737 -3.5333
C -4.9959 -1.7086 -0.9972
C 0.1139 -2.9404 -5.6802
C 5.4713 0.4923 3.0321
C -4.4012 0.5748 0.1422
C 6.5379 0.9262 2.0319
C 1.0491 1.1787 -0.0045
C -5.5426 1.5717 -0.2917
C -6.2214 -1.5043 -1.8808
C 1.7179 -0.0985 0.5919
C -3.7363 -1.5444 -1.8351
C 3.5434 3.9786 2.2502
C -0.7725 -0.4310 3.6279
H 1.0147 -0.7711 1.0830
H 0.3580 -1.6313 -3.0560
H 2.2572 3.7333 4.8607
H -5.8971 -3.5729 -0.0372
H 4.6030 0.2603 2.4155
H -6.1437 -2.2339 -2.6869
H -3.1014 3.6157 2.7430
H -1.5743 -2.8357 1.4885
H 5.7257 -0.5055 3.3895
H -1.4739 0.0273 4.3250
H -6.0172 1.3924 -1.2565
H -1.2446 -2.4377 -4.0064
H -3.1747 0.2773 2.0515
H -2.4592 2.5050 3.9773
H -4.1626 -3.4530 0.0374
H 4.0232 -4.8016 -3.7860
H -0.6929 -3.2787 -6.3303
H -2.1575 4.2603 4.0757
H -3.8017 -2.1228 -2.7567
H -2.4053 -0.0375 -2.8014
H -6.3443 1.7296 0.4296
H 1.6880 -0.8752 -1.1591
H -0.1370 2.8610 3.0844
H -1.2235 -1.2714 -5.3392
H -7.1850 -1.6131 -1.3831
H -1.1172 2.4591 1.8220
H -4.1000 0.3898 -2.8520
H 5.1743 1.2359 3.7717
H 2.3883 0.1342 1.4192
H 4.1328 1.8004 -1.1135
H -2.8695 -1.7992 -1.2252
H -4.5834 1.2103 2.1361
H 3.8867 0.3430 -0.7864
H -3.1353 1.7539 -1.1252
H 2.3573 1.3024 -3.2100
H 3.0880 4.8955 1.8759
H 2.1875 -5.5988 -2.6247
H 3.0572 -1.9686 -3.3403
H 0.1397 -2.8027 -0.7613
H 0.6544 1.7206 0.8550
H -0.0833 -2.2088 4.7639
H 2.7236 3.2906 2.0433
H 0.8398 -2.5031 -6.3657
H -2.3306 0.3016 -0.3878
H -6.2688 -0.5316 -2.3703
H -0.2269 0.3676 3.1252
H -0.5550 5.1012 2.6115
H 1.7619 1.7564 -0.5930
H 1.1695 0.5223 -3.7319
H 5.8594 0.5806 0.3175
H 7.5348 0.9452 2.4723
H 0.2712 0.8213 -0.6791
H 4.2108 5.1288 3.9525
H -5.1305 2.5780 -0.3675
H -3.3124 1.9784 1.2076
H 6.3540 1.9905 1.8848
H -0.6794 -3.8661 0.8334
H 4.3542 -2.8332 -2.3321
H 1.3470 -1.2929 5.9204
H -1.3786 -0.9318 2.8729
H 4.4666 -2.5510 -4.0471
H -6.4026 -0.3090 1.0584
H 2.7496 3.6288 -2.1803
H -4.8824 -3.8276 -1.4946
H 1.0916 -3.2604 -1.8458
H 4.4911 3.7897 1.7460
H 1.0977 -1.7349 3.6857
H 0.5012 -3.7918 -5.1205
H 4.2575 3.6835 -2.3032
H 4.2438 3.4204 4.1855
H 2.5344 -4.2164 -4.4186
*
```



Record 2
Molecular formula: C23H80O17
Method: DFT, ωB97M-V with the def2-TZVPD basis set

Results
- HOMO: -9.41 eV
- HOMO-LUMO gap: 9.833 eV

```
! RIJCOSX wB97M-V def2-TZVPD def2/J DEFGRID3
* xyz 0 1
O -2.9126 0.9988 4.2132
O 3.6639 -0.3880 -0.9183
O 1.4427 -3.3183 4.8138
O -1.0990 -3.7779 3.8296
O -0.9906 7.3702 -3.4349
O 1.4718 3.9845 -1.1509
O -0.8966 0.3876 -0.5892
O -1.0387 4.0510 0.2234
O 3.6500 2.3482 -0.4029
O 2.7058 4.1431 4.4084
O 0.1677 2.0576 -2.4818
O 0.5853 -1.5646 -7.6482
O 3.0649 -2.2045 1.2112
O -0.5029 0.6099 5.6268
O -3.4416 2.9931 -0.3416
O -2.9910 -4.7152 -0.4379
O -2.3545 -2.0659 -1.4898
C -2.6072 -5.7138 -1.4485
C -0.2279 2.2519 -3.8427
C 0.5353 0.0987 4.7604
C 1.7894 -5.4882 5.6388
C 1.8537 -2.9294 1.2658
C -3.3051 -1.6270 -2.4071
C 2.0708 -0.6088 -6.1203
C 1.6164 -4.0233 6.0407
C 2.1639 4.5553 -2.2272
C 2.8777 -0.6445 -2.0886
C -4.4327 -0.8652 -1.7033
C 3.5685 3.2586 3.7555
C -1.1897 6.0246 -3.0425
C 0.0998 0.2393 0.4125
C -2.0759 -2.8603 3.5349
C 0.4588 -3.8085 6.9677
C -3.2858 2.5310 -1.6553
C 1.4343 -1.8971 -6.6165
C -3.8064 -2.8733 -3.2132
C 4.9761 2.6910 -0.8401
C -3.2933 0.4881 2.9606
C 0.6779 -2.5231 -5.4468
C -0.8396 4.5023 1.5845
H 0.2720 -3.4744 -5.7907
H -3.7178 1.2866 4.6496
H -4.1013 1.8805 -1.9714
H 2.9085 5.2966 -1.9370
H -0.5812 1.3106 -4.2636
H -2.6149 3.3847 -0.0503
H -3.3309 -5.6286 -2.2591
H -0.5237 -4.0770 6.5796
H 2.5488 0.3410 -2.4183
H -1.9215 -1.2713 -1.1692
H 2.5409 -0.0639 -6.9390
H -2.2249 5.9409 -2.7116
H -4.0173 1.1937 2.5532
H 0.4934 1.2034 0.7344
H 2.1563 3.4907 -0.6936
H -0.5841 5.7244 -2.1874
H 3.4132 -1.1144 -2.9135
H -0.8801 5.3528 -3.8430
H 0.7641 -4.2668 7.9084
H -1.3888 3.9152 2.3206
H -4.4592 -3.5488 -2.6602
H -2.8830 -3.4082 -3.4348
H -0.1619 4.1262 -0.1603
H 0.7421 2.7719 -2.1963
H 0.1389 -0.7724 -7.3405
H 1.4821 -0.0717 5.2727
H 1.3688 -3.0728 2.2315
H 5.5523 2.9698 0.0421
H 2.7615 -5.6736 5.1819
H 1.7274 -6.1591 6.4956
H 3.0383 2.6334 3.0371
H 0.2856 -0.8847 4.3619
H 0.6078 2.5715 -4.4653
H 0.9860 -0.3029 0.0827
H 3.1429 4.4253 5.2152
H 4.3066 3.8379 3.2007
H -3.3041 3.3857 -2.3315
H 0.3199 -2.7399 7.1314
H 3.6030 1.3908 -0.4561
H -4.1156 -0.1429 -0.9511
H 1.0723 -5.8315 4.8931
H -0.9635 7.9852 -2.6983
H -2.7333 -0.9704 -3.0628
H 0.6765 0.7637 3.9084
H 3.4513 -2.2723 2.0874
H 1.9209 -1.1028 -1.8384
H -3.7132 -0.4981 3.1585
H -1.2412 -4.5675 3.3024
H -2.3374 2.0221 -1.8278
H 1.4706 5.1702 -2.8010
H 1.2961 0.0750 -5.7734
H -1.9667 -2.0317 4.2346
H -3.1532 -3.8996 -0.9175
H -1.3080 5.4832 1.6658
H 3.5565 -1.1288 -0.3173
H -1.6815 -5.2962 -1.8445
H -4.2700 -2.6018 -4.1616
H 2.6937 3.8321 -2.8471
H -2.0307 -2.3804 2.5572
H 4.8592 3.5871 -1.4496
H -0.5469 0.9874 -1.2521
H -0.4378 -0.1806 1.2627
H 0.5049 -3.3669 4.6144
H 1.0589 -2.4827 0.6684
H -1.0724 2.9368 -3.9178
H 2.7569 -0.8320 -5.3033
H -0.2012 -2.0098 -5.0572
H 2.1145 -2.5686 -7.1404
H -1.3440 0.6141 5.1640
H -2.4712 -6.7264 -1.0685
H -4.9632 -0.2357 -2.4176
H 5.4706 1.8827 -1.3787
H 2.5210 -3.7664 6.5920
H -5.0533 -1.6275 -1.2323
H -2.3748 0.4267 2.3769
H 1.2410 -2.7002 -4.5305
H 4.1045 2.6441 4.4789
H 2.0255 -3.9279 0.8640
H 0.2020 4.4609 1.9030
H -3.0672 -3.3131 3.5507
*
```